--- A ---
Below is one molecule with the formula C4H7NO, with properties calculated with wB97M-V/def2-TZVPD.

The HOMO-LUMO gap is 9.13 eV.

Positions of all 13 atoms, in Å:
O 0.70833 -1.63536 1.81534
N -0.42814 -0.78781 0.00736
C -1.24363 0.74552 0.41898
C -0.15800 -1.74587 0.98631
C 0.18192 0.56336 0.05072
C 0.71861 1.10257 -1.25399
H 0.90739 2.17277 -1.11923
H -1.11599 -0.99814 -0.70004
H -0.83620 -2.61392 0.92415
H -1.29853 0.63409 1.51574
H 1.66196 0.62527 -1.54095
H -0.01260 0.99547 -2.06066
H 0.94139 0.53097 0.83552

These are the Löwdin partial charges, in e, on atoms 1 to 6: O 0.07; N -0.02; C 0.07; C -0.29; C -0.44; C -0.06

--- B ---
Below is one molecule with the formula C4H7NO, with properties calculated with wB97M-V/def2-TZVPD.

The HOMO-LUMO gap is 10.44 eV.

Positions of all 13 atoms, in Å:
O -0.43788 0.42017 1.98178
N 0.98954 -0.89250 -1.20899
C -1.60651 1.65575 -0.91145
C 0.46751 -0.94008 0.15145
C -0.80425 1.13593 -0.17449
C 0.17088 0.47474 0.68164
H 1.11147 1.07022 0.67918
H 0.25007 0.14165 2.59194
H -2.37775 2.10173 -1.51713
H -0.45251 -1.49899 0.30822
H 1.21067 -1.39180 0.81645
H 1.19560 -1.81093 -1.60607
H 0.28317 -0.46589 -1.79251

These are the Löwdin partial charges, in e, on atoms 1 to 6: O -0.03; N 0.01; C 0.14; C -0.25; C -0.09; C -0.40

Relative to the most stable structure, the computed energies are A 30.3; B 0.0, all in kcal/mol.